(1)
Here is a single C29H37N5O6S molecule at a distorted geometry from OMol25. Energies are from ωB97M-V/def2-TZVPD.

Results
**HOMO level**: -8.811 eV
**Energy relative to the best compared isomer or geometry (same formula, charge and spin)**: 3.8 kcal per mole
**E**: -61241.9433 eV
**SMILES string**: COC(=O)C/C=C/[C@@H](C)[C@@H](/C=N/O[C@@H](C)c1cn([C@H](CO)Cc2ccccc2)nn1)NS(=O)(=O)c1ccc(C)cc1
**2S+1**: 1

Last column: natural (NBO) charge in e.
Positions of all 78 atoms, in Å:
C -0.6763 -1.1975 -3.2926  -0.283
O -1.5223 -2.2533 -2.8314  -0.496
C -2.6774 -1.9015 -2.2958  0.820
O -3.0817 -0.7671 -2.2167  -0.637
C -3.4212 -3.1095 -1.7312  -0.538
C -3.7025 -2.7631 -0.3014  -0.176
C -2.9402 -3.1287 0.7194  -0.178
C -3.0619 -2.5224 2.0828  -0.249
C -2.8721 -3.5492 3.1951  -0.604
C -2.0011 -1.3861 2.1849  -0.083
C -0.6091 -1.9463 2.1708  0.053
N -0.0705 -2.2814 1.0819  -0.157
O 1.1985 -2.8246 1.1893  -0.385
C 1.8266 -2.9436 -0.0854  0.093
C 1.0306 -3.8115 -1.0552  -0.642
C 2.0916 -1.5900 -0.6624  0.023
C 2.1544 -0.3731 -0.0159  -0.030
N 2.3984 0.5124 -0.9997  -0.170
C 2.6151 1.9314 -0.8785  -0.063
C 1.7710 2.6777 -1.9257  -0.063
O 0.4245 2.7954 -1.5555  -0.739
C 4.1200 2.2173 -1.0480  -0.419
C 4.9042 1.4002 -0.0600  -0.046
C 5.0745 1.8457 1.2447  -0.164
C 5.7338 1.0629 2.1752  -0.225
C 6.2245 -0.1802 1.8132  -0.219
C 6.0583 -0.6327 0.5157  -0.204
C 5.4031 0.1534 -0.4155  -0.205
N 2.4996 -0.1154 -2.1626  -0.096
N 2.3140 -1.3699 -1.9743  -0.262
N -2.2358 -0.4208 1.1258  -0.879
S -1.0510 0.6949 0.7652  2.336
O -0.4717 0.3927 -0.5243  -0.978
O -0.1550 0.8183 1.8793  -0.949
C -2.0304 2.1653 0.5824  -0.359
C -2.8713 2.2610 -0.5107  -0.116
C -3.6464 3.3958 -0.6599  -0.225
C -3.5837 4.4305 0.2699  0.015
C -4.4064 5.6668 0.0784  -0.631
C -2.7305 4.3066 1.3608  -0.218
C -1.9522 3.1733 1.5206  -0.164
H 0.2741 -1.6561 -3.5514  0.217
H -1.1265 -0.7078 -4.1572  0.185
H -0.5358 -0.4687 -2.4932  0.226
H -4.3462 -3.2468 -2.2928  0.239
H -2.7892 -3.9907 -1.8269  0.235
H -4.5255 -2.0764 -0.1495  0.208
H -2.1126 -3.8073 0.5725  0.214
H -4.0419 -2.0455 2.1829  0.220
H -3.6628 -4.2943 3.1473  0.222
H -2.9067 -3.0703 4.1708  0.212
H -1.9154 -4.0545 3.0897  0.212
H -2.1397 -0.8518 3.1319  0.219
H -0.1034 -2.0579 3.1305  0.191
H 2.7782 -3.4317 0.1665  0.203
H 0.8816 -4.8038 -0.6351  0.209
H 0.0667 -3.3477 -1.2445  0.231
H 1.5766 -3.8851 -1.9900  0.232
H 2.0142 -0.0912 1.0051  0.247
H 2.2845 2.2240 0.1245  0.224
H 1.8763 2.1545 -2.8865  0.185
H 2.1431 3.7002 -2.0329  0.178
H 0.0811 1.9085 -1.3448  0.492
H 4.2951 3.2823 -0.8914  0.220
H 4.4044 1.9546 -2.0682  0.227
H 4.6874 2.8134 1.5316  0.199
H 5.8615 1.4216 3.1862  0.211
H 6.7350 -0.7939 2.5406  0.212
H 6.4378 -1.6019 0.2270  0.213
H 5.2716 -0.2050 -1.4266  0.221
H -2.5398 -0.8599 0.2655  0.433
H -2.9084 1.4556 -1.2271  0.244
H -4.3061 3.4849 -1.5101  0.216
H -5.3896 5.4199 -0.3155  0.220
H -4.5235 6.2084 1.0133  0.217
H -3.9161 6.3261 -0.6378  0.227
H -2.6727 5.1039 2.0873  0.214
H -1.2792 3.0571 2.3552  0.236

---

(2)
Here is a 7-piece molecular cluster, C29H38Br2F9N4O20 overall at a distorted geometry from OMol25. Energies are from ωB97M-V/def2-TZVPD.

Results
**HOMO level**: -11.960 eV
**E**: -242127.7576 eV
**Charge**: +1
**2S+1**: 1

Last column: Löwdin charge in e.
Positions of all 102 atoms, in Å:
C -1.6196 6.0287 0.3602  -0.098
N -1.9486 4.8456 -0.5233  -0.181
C -3.4013 4.9955 -1.0214  -0.100
C -1.0341 4.7879 -1.7565  -0.232
O -0.0415 5.6648 -2.0000  -0.031
C -1.3781 3.5423 -2.8168  -0.060
N -0.1800 3.1023 -3.6356  -0.045
C -0.0985 3.6286 -5.0642  -0.084
C -1.2212 2.8373 -5.9648  -0.174
O -2.2683 3.8106 -6.4152  -0.124
C 0.7808 2.2608 -3.0597  -0.141
N 2.0055 1.8522 -3.8558  0.148
N 0.5327 1.8297 -1.6290  0.022
C 0.1468 0.3774 -1.4988  -0.198
C -0.7809 -0.2306 -2.7026  -0.158
C -1.8866 -1.3344 -2.1062  -0.641
F -2.4950 -1.9656 -3.3336  -0.095
Br -3.3665 -0.2911 -1.2336  0.727
C -1.2091 -2.4864 -1.1570  -0.578
F -1.9717 -3.7585 -1.4432  -0.084
F 0.2173 -2.7912 -1.4865  -0.044
Br -1.4981 -2.1635 0.8332  0.727
H -1.4107 7.0248 -0.2386  0.118
H -0.7282 5.7198 1.0734  0.099
H -2.5526 6.2675 1.0646  0.115
H -3.3881 5.8485 -1.8505  0.121
H -4.1226 5.2820 -0.1254  0.115
H -3.8187 3.9859 -1.4595  0.091
H -2.2531 3.9280 -3.5259  0.144
H -1.8734 2.7054 -2.1582  0.123
H 0.9777 3.6200 -5.5231  0.144
H -0.4322 4.7713 -5.0020  0.167
H -0.7285 2.3104 -6.9115  0.151
H -1.8043 2.0471 -5.2869  0.130
H -2.8688 4.0186 -5.6361  0.096
H 2.6717 1.2734 -3.2996  0.112
H 1.7549 1.4084 -4.7711  0.118
H 1.4575 1.9176 -1.1491  0.142
H -0.4985 0.2882 -0.4993  0.105
H 1.0854 -0.3152 -1.3244  0.140
H -0.0957 -0.8489 -3.4567  0.146
H -1.4171 0.5529 -3.2937  0.098
C 3.0401 5.5587 3.5826  -0.067
C 2.3181 5.3581 2.2941  -0.330
O 1.0738 5.9833 2.5128  0.103
C 1.3282 6.9738 3.4132  -0.497
O 0.5696 7.9010 3.6432  0.148
O 2.5415 6.8061 4.0224  0.091
F 2.0997 4.0441 2.0632  0.069
H 2.8020 4.7903 4.3257  0.154
H 4.1248 5.5947 3.4503  0.114
H 2.8111 5.8122 1.4279  0.162
C 5.5797 5.8518 -0.7629  -0.064
C 6.7886 4.9915 -0.6206  -0.342
O 7.2405 5.2714 0.6849  0.160
C 6.1196 5.6050 1.3841  -0.477
O 6.0594 5.6457 2.6017  0.142
O 5.0677 5.8813 0.5543  0.056
F 7.7512 5.3643 -1.4936  0.088
H 5.8206 6.8716 -1.0815  0.154
H 4.8488 5.4304 -1.4583  0.141
H 6.5904 3.9190 -0.7196  0.137
C 8.0519 1.9449 -4.4870  -0.064
C 7.3604 3.1233 -5.0828  -0.324
O 6.1944 3.2512 -4.3011  0.144
C 6.5334 2.7605 -3.0759  -0.478
O 5.8857 2.9496 -2.0598  0.104
O 7.6930 2.0362 -3.1228  0.093
F 6.9920 2.8719 -6.3590  0.087
H 7.6935 0.9932 -4.8935  0.152
H 9.1371 1.9929 -4.6110  0.154
H 7.9379 4.0528 -5.0374  0.184
C -1.6940 -6.3366 0.8453  -0.078
C -0.6680 -7.3485 0.4643  -0.325
O -0.8554 -8.3790 1.4076  0.154
C -2.1750 -8.3183 1.7416  -0.489
O -2.7772 -9.2098 2.3164  0.147
O -2.7442 -7.1387 1.3469  0.059
F 0.5798 -6.8518 0.6184  0.084
H -1.3479 -5.6581 1.6323  0.144
H -2.0286 -5.7416 -0.0087  0.124
H -0.7875 -7.7496 -0.5478  0.181
C -5.4092 -6.9339 3.3159  -0.084
C -6.8498 -6.6833 3.6047  -0.326
O -6.8769 -6.4876 5.0004  0.144
C -5.6544 -5.9715 5.3098  -0.512
O -5.3920 -5.4186 6.3649  0.145
O -4.7590 -6.1421 4.2897  0.063
F -7.5966 -7.7717 3.3128  0.089
H -5.1258 -7.9829 3.4530  0.137
H -5.1273 -6.6235 2.3062  0.135
H -7.2619 -5.8022 3.1013  0.177
C -3.7564 -9.5141 5.9260  -0.080
C -4.9535 -9.4094 6.8079  -0.331
O -4.6882 -10.3375 7.8351  0.148
C -3.3298 -10.3776 7.9345  -0.498
O -2.7267 -10.8507 8.8834  0.149
O -2.7247 -9.8155 6.8439  0.080
F -6.0695 -9.8042 6.1551  0.082
H -3.8391 -10.3244 5.1940  0.152
H -3.5484 -8.5814 5.3948  0.132
H -5.1065 -8.4150 7.2407  0.176

---

(3)
Here is C29H38F4LaN3 as an isolated structure at a distorted geometry from OMol25. Energies are from ωB97M-V/def2-TZVPD.

Results
**HOMO level**: -7.263 eV
**Energy relative to the best compared isomer or geometry (same formula, charge and spin)**: 0.0 kcal per mole
**E**: -46889.6220 eV
**2S+1**: 1

Last column: Löwdin charge in e.
Positions of all 75 atoms, in Å:
La -0.0983 0.0023 0.1414  2.077
C 0.3407 2.3442 1.6993  -0.358
C -0.3009 1.4297 2.5656  -0.371
C -1.7022 1.5246 2.3504  -0.291
C -1.9258 2.4613 1.3195  -0.264
C -0.6620 2.9695 0.9227  -0.303
C -0.4279 4.2064 0.1026  -0.065
C -3.2368 3.0558 0.8957  -0.044
C -2.7042 0.9745 3.3226  -0.054
C 0.3441 0.6957 3.7077  -0.056
C 1.7768 2.7776 1.8117  -0.041
H -0.6200 5.1093 0.6928  0.091
H -1.0659 4.2884 -0.7792  0.061
H 0.6083 4.2801 -0.2348  0.072
H -3.7126 3.6081 1.7122  0.088
H -3.9797 2.3363 0.5470  0.051
H -3.0948 3.7704 0.0828  0.072
H -2.5310 -0.0746 3.5767  0.074
H -3.7338 1.0601 2.9784  0.065
H -2.6497 1.5259 4.2676  0.089
H 0.2433 1.2388 4.6534  0.088
H 1.4127 0.5410 3.5497  0.065
H -0.0816 -0.2970 3.8783  0.072
H 1.8472 3.8214 2.1329  0.086
H 2.3653 2.6890 0.8961  0.051
H 2.3117 2.1862 2.5548  0.072
C -0.1983 2.0868 -2.5971  -0.092
N 0.7658 1.0518 -2.2300  -0.347
C 1.0290 0.2252 -3.4101  -0.083
C 2.0131 1.6657 -1.7391  -0.210
C 2.9956 0.6783 -1.1353  -0.244
N 2.3445 -0.0797 -0.0742  -0.144
C 3.0852 -1.0070 0.6109  -0.193
C 2.4401 -1.7878 1.5831  -0.144
F 1.0891 -1.5701 1.7600  -0.054
C 3.0297 -2.7714 2.3343  -0.226
F 2.2780 -3.4501 3.2113  0.097
C 4.3744 -3.0544 2.1895  0.057
C 5.0538 -2.3028 1.2541  -0.220
F 6.3629 -2.5177 1.0597  0.092
C 4.4534 -1.3177 0.4885  -0.139
F 5.2404 -0.6573 -0.3873  0.073
H 0.2075 2.7591 -3.3663  0.104
H -0.4606 2.6780 -1.7264  0.042
H -1.0993 1.6194 -2.9960  0.084
H 1.3787 0.8646 -4.2335  0.101
H 0.1233 -0.2977 -3.7111  0.091
H 1.7830 -0.5231 -3.1997  0.067
H 1.7166 2.4094 -0.9950  0.085
H 2.5037 2.2153 -2.5573  0.134
H 3.8519 1.2584 -0.7745  0.121
H 3.4050 0.0234 -1.9132  0.112
H 4.8640 -3.8182 2.7735  0.133
C -3.1152 0.0400 -1.4256  -0.094
N -2.8278 -0.7846 -0.2562  -0.335
C -3.8424 -0.5742 0.7706  -0.100
C -2.8689 -2.2204 -0.5977  -0.194
C -1.7743 -2.6419 -1.5313  -0.299
C -2.0335 -3.6039 -2.5013  -0.061
C -1.0018 -4.0729 -3.3058  -0.100
C 0.2804 -3.5766 -3.1244  -0.103
C 0.4987 -2.5968 -2.1589  -0.186
C -0.5046 -2.0771 -1.3321  -0.248
H -4.1172 -0.1628 -1.8300  0.104
H -2.3882 -0.1751 -2.2117  0.074
H -3.0605 1.0969 -1.1528  0.074
H -4.8269 -0.9211 0.4224  0.102
H -3.9110 0.4760 1.0173  0.039
H -3.5824 -1.1253 1.6726  0.089
H -3.8643 -2.4713 -0.9985  0.123
H -2.7764 -2.7579 0.3509  0.128
H -3.0359 -4.0012 -2.6296  0.103
H -1.1968 -4.8276 -4.0582  0.096
H 1.0989 -3.9479 -3.7305  0.096
H 1.5198 -2.2399 -2.0336  0.071